A gas-phase ion, C13H11N4O6 (charge -1) at a distorted geometry. Source: the Open Molecules 2025 dataset; level of theory: wB97M-V/def2-TZVPD.

The geometry in XYZ format:
```
34
Properties=species:S:1:pos:R:3:lowdin_charge:R:1
C -2.33 -2.06 1.33 -0.011
C -2.05 -0.96 0.37 -0.326
O -2.76 -0.82 -0.63 0.053
C -0.74 0.08 0.56 -0.237
C -1.13 1.40 -0.04 -0.008
C -0.33 0.20 2.13 -0.297
C 0.10 1.58 2.61 -0.030
O -0.24 -0.74 2.97 0.025
C 0.32 -0.86 -0.04 -0.193
C 0.12 -1.38 -1.44 -0.185
C -0.53 -2.64 -1.61 -0.218
N -1.04 -3.67 -1.85 0.119
C 0.48 -0.58 -2.53 0.038
C 1.38 0.49 -2.36 -0.140
N 1.38 1.51 -3.41 -0.364
O 2.08 2.52 -3.32 0.014
O 0.60 1.28 -4.36 -0.028
C 2.02 0.63 -1.08 -0.160
N 2.94 1.58 -0.68 0.113
O 3.23 1.24 0.61 -0.024
N 2.48 0.09 1.05 -0.179
O 2.62 -0.37 2.14 0.050
C 1.55 -0.12 0.01 -0.089
H -1.59 -2.15 2.12 0.060
H -3.30 -1.86 1.79 0.092
H -2.46 -2.97 0.74 0.092
H -1.21 2.20 0.69 0.071
H -0.44 1.67 -0.83 0.091
H -2.13 1.39 -0.44 0.082
H 0.54 2.21 1.79 0.094
H -0.77 2.14 3.03 0.098
H 0.82 1.43 3.42 0.080
H 0.26 -1.63 0.79 0.170
H 0.12 -0.84 -3.56 0.146
```

Its spin multiplicity is 1. Its molar mass is 319.25 g/mol. The value obtained for the HOMO energy is -4.46 eV. The calculation puts the LUMO energy at 2.8 eV. Its structure (SMILES) is CC(=O)C(C)(C(C)=O)[C@H]1C(C#N)=CC(=[N+]([O-])[O-])c2no[n+]([O-])c21. As for the total charge: -1. As for the calculated total energy: -31897.8362 eV.

***

2 unconnected molecules or ions with the total composition CH2N2 at a distorted geometry. Source: the Open Molecules 2025 dataset; level of theory: wB97M-V/def2-TZVPD.

The geometry in XYZ format:
```
5
Properties=species:S:1:pos:R:3:lowdin_charge:R:1
C -0.04 -0.51 1.16 -0.137
N -0.53 -0.69 2.15 -0.001
N 0.21 -0.04 -1.05 0.142
H -0.58 0.48 -1.17 -0.063
H 0.94 0.76 -1.09 0.059
```

Its spin multiplicity is 1. Its molar mass is 42.04 g/mol. The value obtained for the HOMO energy (alpha / beta) is -12.03 / -12.19 eV. The calculation puts the LUMO energy (alpha / beta) at -2.4 / -2.9 eV. As for the total charge: 0. As for the calculated total energy: -4044.3843 eV.

***

A molecular structure, C9H24IOP2Ti at a distorted geometry. Source: the Open Molecules 2025 dataset; level of theory: wB97M-V/def2-TZVPD.

The geometry in XYZ format:
```
38
Properties=species:S:1:pos:R:3:lowdin_spin:R:1
C -0.10 -0.01 -4.77 -0.001
I 0.89 -0.34 -2.78 -0.001
H 0.74 0.23 -5.45 0.000
H -0.77 0.84 -4.60 0.000
H -0.62 -0.92 -5.07 0.000
Ti -0.44 0.00 -0.25 0.789
P 0.06 2.42 -0.32 0.010
C -1.43 3.42 -0.62 0.020
C 0.78 3.26 1.15 -0.003
H 0.79 4.35 1.01 -0.001
H 1.25 4.06 -1.68 -0.001
H 1.81 2.92 1.30 0.000
H 2.26 2.63 -1.33 0.000
H -2.15 3.25 0.19 0.000
H 0.20 3.02 2.04 0.000
C 1.25 2.96 -1.60 -0.003
H -1.16 4.48 -0.68 0.003
H 1.00 2.52 -2.57 0.000
H -1.90 3.10 -1.57 0.001
P 0.09 -2.41 0.04 0.009
C -1.40 -3.44 -0.13 0.020
C 1.28 -3.15 -1.14 -0.003
H 1.84 -2.61 1.70 0.000
H 0.85 -4.09 1.62 -0.001
H 0.24 -2.63 2.46 0.000
C 0.82 -2.99 1.61 -0.003
H 2.28 -2.73 -0.96 0.000
H 1.31 -4.24 -1.02 -0.001
H -1.10 -4.49 -0.04 0.003
H -1.87 -3.25 -1.10 0.001
H 0.99 -2.90 -2.17 0.000
H -2.11 -3.17 0.66 0.000
C -2.46 -0.05 -0.55 0.103
O -3.61 -0.11 -0.76 0.088
C -0.47 0.17 1.86 -0.027
H 0.56 0.19 2.26 -0.002
H -0.99 -0.70 2.30 -0.001
H -0.99 1.08 2.19 -0.001
```

Its spin multiplicity is 2. Its molar mass is 385.01 g/mol. The value obtained for the HOMO energy (alpha / beta) is -15.94 / -16.46 eV. The calculation puts the LUMO energy (alpha / beta) at -8.9 / -8.7 eV. As for the total charge: +2. As for the calculated total energy: -61546.9045 eV.

***

Question: Which of these has the highest total charge?
Answer: C9H24IOP2Ti

***

Question: Which value of calculated total energy does entry 3 give?
Answer: -61546.9045 eV

***

Please write out number 1 again, unchanged.
A gas-phase ion, C13H11N4O6 (charge -1) at a distorted geometry. Source: the Open Molecules 2025 dataset; level of theory: wB97M-V/def2-TZVPD.

The geometry in XYZ format:
```
34
Properties=species:S:1:pos:R:3:lowdin_charge:R:1
C -2.33 -2.06 1.33 -0.011
C -2.05 -0.96 0.37 -0.326
O -2.76 -0.82 -0.63 0.053
C -0.74 0.08 0.56 -0.237
C -1.13 1.40 -0.04 -0.008
C -0.33 0.20 2.13 -0.297
C 0.10 1.58 2.61 -0.030
O -0.24 -0.74 2.97 0.025
C 0.32 -0.86 -0.04 -0.193
C 0.12 -1.38 -1.44 -0.185
C -0.53 -2.64 -1.61 -0.218
N -1.04 -3.67 -1.85 0.119
C 0.48 -0.58 -2.53 0.038
C 1.38 0.49 -2.36 -0.140
N 1.38 1.51 -3.41 -0.364
O 2.08 2.52 -3.32 0.014
O 0.60 1.28 -4.36 -0.028
C 2.02 0.63 -1.08 -0.160
N 2.94 1.58 -0.68 0.113
O 3.23 1.24 0.61 -0.024
N 2.48 0.09 1.05 -0.179
O 2.62 -0.37 2.14 0.050
C 1.55 -0.12 0.01 -0.089
H -1.59 -2.15 2.12 0.060
H -3.30 -1.86 1.79 0.092
H -2.46 -2.97 0.74 0.092
H -1.21 2.20 0.69 0.071
H -0.44 1.67 -0.83 0.091
H -2.13 1.39 -0.44 0.082
H 0.54 2.21 1.79 0.094
H -0.77 2.14 3.03 0.098
H 0.82 1.43 3.42 0.080
H 0.26 -1.63 0.79 0.170
H 0.12 -0.84 -3.56 0.146
```

Its spin multiplicity is 1. Its molar mass is 319.25 g/mol. The value obtained for the HOMO energy is -4.46 eV. The calculation puts the LUMO energy at 2.8 eV. Its structure (SMILES) is CC(=O)C(C)(C(C)=O)[C@H]1C(C#N)=CC(=[N+]([O-])[O-])c2no[n+]([O-])c21. As for the total charge: -1. As for the calculated total energy: -31897.8362 eV.

***

Repeat the third record exactly.
A molecular structure, C9H24IOP2Ti at a distorted geometry. Source: the Open Molecules 2025 dataset; level of theory: wB97M-V/def2-TZVPD.

The geometry in XYZ format:
```
38
Properties=species:S:1:pos:R:3:lowdin_spin:R:1
C -0.10 -0.01 -4.77 -0.001
I 0.89 -0.34 -2.78 -0.001
H 0.74 0.23 -5.45 0.000
H -0.77 0.84 -4.60 0.000
H -0.62 -0.92 -5.07 0.000
Ti -0.44 0.00 -0.25 0.789
P 0.06 2.42 -0.32 0.010
C -1.43 3.42 -0.62 0.020
C 0.78 3.26 1.15 -0.003
H 0.79 4.35 1.01 -0.001
H 1.25 4.06 -1.68 -0.001
H 1.81 2.92 1.30 0.000
H 2.26 2.63 -1.33 0.000
H -2.15 3.25 0.19 0.000
H 0.20 3.02 2.04 0.000
C 1.25 2.96 -1.60 -0.003
H -1.16 4.48 -0.68 0.003
H 1.00 2.52 -2.57 0.000
H -1.90 3.10 -1.57 0.001
P 0.09 -2.41 0.04 0.009
C -1.40 -3.44 -0.13 0.020
C 1.28 -3.15 -1.14 -0.003
H 1.84 -2.61 1.70 0.000
H 0.85 -4.09 1.62 -0.001
H 0.24 -2.63 2.46 0.000
C 0.82 -2.99 1.61 -0.003
H 2.28 -2.73 -0.96 0.000
H 1.31 -4.24 -1.02 -0.001
H -1.10 -4.49 -0.04 0.003
H -1.87 -3.25 -1.10 0.001
H 0.99 -2.90 -2.17 0.000
H -2.11 -3.17 0.66 0.000
C -2.46 -0.05 -0.55 0.103
O -3.61 -0.11 -0.76 0.088
C -0.47 0.17 1.86 -0.027
H 0.56 0.19 2.26 -0.002
H -0.99 -0.70 2.30 -0.001
H -0.99 1.08 2.19 -0.001
```

Its spin multiplicity is 2. Its molar mass is 385.01 g/mol. The value obtained for the HOMO energy (alpha / beta) is -15.94 / -16.46 eV. The calculation puts the LUMO energy (alpha / beta) at -8.9 / -8.7 eV. As for the total charge: +2. As for the calculated total energy: -61546.9045 eV.